(1)
This record from OMol25 describes 7 unconnected molecules or ions with the total composition C21H44FNO20P2S. The level of theory is the ωB97M-V functional and the def2-TZVPD basis.

Last columns: bonded neighbours and bond lengths (Å).
Element x y z (Å)
1 O 6.35 3.69 -3.42  N2 1.155
2 N 6.00 3.34 -2.38  O1 1.155, O3 1.431
3 O 4.63 3.70 -2.19  N2 1.431, P4 1.702
4 P 3.79 2.52 -1.29  O3 1.702, C5 1.831, P9 2.239
5 C 2.10 3.12 -1.66  P4 1.831, C6 1.527, H11 1.086, H12 1.089
6 C 1.02 2.03 -1.61  C5 1.527, C7 1.535, H13 1.088, H14 1.087
7 C 0.74 1.37 -2.96  C6 1.535, F8 1.396, H15 1.087, H16 1.085
8 F 1.67 1.75 -3.94  C7 1.396
9 P 4.14 0.59 -2.37  P4 2.239, S10 1.954, H17 1.402, H18 1.394
10 S 4.69 -0.73 -1.03  P9 1.954
11 H 2.03 3.68 -2.59  C5 1.086
12 H 1.89 3.83 -0.87  C5 1.089
13 H 1.21 1.31 -0.82  C6 1.088
14 H 0.10 2.54 -1.33  C6 1.087
15 H 0.74 0.28 -2.88  C7 1.087
16 H -0.23 1.66 -3.34  C7 1.085
17 H 5.15 0.85 -3.31  P9 1.402
18 H 3.03 0.15 -3.09  P9 1.394
19 C -0.21 7.74 -2.09  O20 1.431, H25 1.085, H26 1.088, H27 1.088
20 O -1.34 7.77 -1.22  C19 1.431, C21 1.329
21 C -1.32 6.85 -0.26  O20 1.329, O22 1.204, O23 1.331
22 O -0.45 6.04 -0.08  C21 1.204
23 O -2.43 6.98 0.47  C21 1.331, C24 1.430
24 C -2.52 6.05 1.55  O23 1.430, H28 1.088, H29 1.088, H30 1.085
25 H -0.37 8.53 -2.82  C19 1.085
26 H 0.71 7.92 -1.53  C19 1.088
27 H -0.14 6.78 -2.60  C19 1.088
28 H -1.70 6.18 2.25  C24 1.088
29 H -2.53 5.03 1.18  C24 1.088
30 H -3.46 6.26 2.06  C24 1.085
31 C -1.66 -1.06 2.90  O32 1.433, H37 1.085, H38 1.087, H39 1.088
32 O -1.48 0.02 1.97  C31 1.433, C33 1.328
33 C -2.59 0.48 1.42  O32 1.328, O34 1.202, O35 1.333
34 O -3.71 0.09 1.63  C33 1.202
35 O -2.26 1.45 0.56  C33 1.333, C36 1.429
36 C -3.35 2.05 -0.13  O35 1.429, H40 1.088, H41 1.088, H42 1.086
37 H -0.67 -1.32 3.25  C31 1.085
38 H -2.28 -0.75 3.73  C31 1.087
39 H -2.11 -1.92 2.40  C31 1.088
40 H -4.03 2.53 0.57  C36 1.088
41 H -3.89 1.31 -0.72  C36 1.088
42 H -2.92 2.80 -0.79  C36 1.086
43 C -0.08 -6.40 5.66  O44 1.431, H49 1.085, H50 1.088, H51 1.088
44 O 1.21 -6.22 5.07  C43 1.431, C45 1.329
45 C 1.29 -5.21 4.21  O44 1.329, O46 1.204, O47 1.330
46 O 0.39 -4.47 3.91  C45 1.204
47 O 2.53 -5.15 3.74  C45 1.330, C48 1.431
48 C 2.76 -4.10 2.80  O47 1.431, H52 1.088, H53 1.088, H54 1.085
49 H 0.01 -7.25 6.33  C43 1.085
50 H -0.37 -5.53 6.22  C43 1.088
51 H -0.82 -6.62 4.89  C43 1.088
52 H 2.58 -3.13 3.25  C48 1.088
53 H 2.12 -4.22 1.92  C48 1.088
54 H 3.80 -4.18 2.51  C48 1.085
55 C -2.46 -3.23 -5.24  O56 1.431, H61 1.085, H62 1.088, H63 1.088
56 O -2.19 -2.21 -4.27  C55 1.431, C57 1.332
57 C -2.30 -2.62 -3.00  O56 1.332, O58 1.201, O59 1.332
58 O -2.61 -3.72 -2.64  C57 1.201
59 O -2.02 -1.59 -2.21  C57 1.332, C60 1.432
60 C -2.10 -1.88 -0.81  O59 1.432, H64 1.088, H65 1.088, H66 1.082
61 H -2.33 -2.76 -6.21  C55 1.085
62 H -1.77 -4.06 -5.13  C55 1.088
63 H -3.48 -3.59 -5.13  C55 1.088
64 H -1.38 -2.65 -0.54  C60 1.088
65 H -3.10 -2.18 -0.53  C60 1.088
66 H -1.84 -0.96 -0.30  C60 1.082
67 C 3.85 2.36 -10.30  O68 1.430, H73 1.085, H74 1.088, H75 1.088
68 O 3.99 3.38 -9.30  C67 1.430, C69 1.332
69 C 3.94 2.92 -8.05  O68 1.332, O70 1.203, O71 1.330
70 O 3.79 1.77 -7.72  C69 1.203
71 O 4.09 3.95 -7.22  C69 1.330, C72 1.431
72 C 4.05 3.60 -5.84  O71 1.431, H76 1.088, H77 1.089, H78 1.085
73 H 3.91 2.88 -11.25  C67 1.085
74 H 4.65 1.63 -10.22  C67 1.088
75 H 2.88 1.87 -10.20  C67 1.088
76 H 4.86 2.91 -5.59  C72 1.088
77 H 3.09 3.16 -5.58  C72 1.089
78 H 4.19 4.53 -5.28  C72 1.085
79 C -1.43 -6.72 9.97  O80 1.431, H85 1.086, H86 1.088, H87 1.088
80 O -1.95 -5.96 8.87  C79 1.431, C81 1.333
81 C -3.12 -5.38 9.12  O80 1.333, O82 1.202, O83 1.331
82 O -3.74 -5.45 10.14  C81 1.202
83 O -3.49 -4.71 8.03  C81 1.331, C84 1.431
84 C -4.74 -4.03 8.14  O83 1.431, H88 1.088, H89 1.088, H90 1.085
85 H -0.48 -7.12 9.63  C79 1.086
86 H -1.26 -6.08 10.84  C79 1.088
87 H -2.10 -7.53 10.23  C79 1.088
88 H -4.70 -3.29 8.94  C84 1.088
89 H -5.54 -4.74 8.33  C84 1.088
90 H -4.90 -3.54 7.19  C84 1.085

Its total energy is -3566.8182 Eh. As for the total charge: 0. The calculation puts the HOMO-LUMO gap at 8.11 eV. The value obtained for the HOMO energy is -0.3137 Ha. Its SMILES is O=NOP(CCCF)[PH2]=S.COC(=O)OC.COC(=O)OC.COC(=O)OC.COC(=O)OC.COC(=O)OC.COC(=O)OC.

Here are the Löwdin charges for atoms 1 to 6, given in e: 0.066, -0.093, -0.424, 0.819, -0.397, -0.224


(2)
This record from OMol25 describes 5 unconnected molecules or ions with the total composition C21H44N5O9S4 at a distorted geometry. The level of theory is the ωB97M-V functional and the def2-TZVPD basis.

Last columns: bonded neighbours and bond lengths (Å).
Element x y z (Å)
1 C 3.48 -1.09 -2.42  C2 1.567, H12 1.116, H13 1.117, H14 1.110
2 C 3.51 0.38 -2.97  C1 1.567, O3 1.427, C4 1.587, H15 1.119
3 O 2.81 0.39 -4.21  C2 1.427, H16 0.973
4 C 5.00 0.89 -3.22  C2 1.587, N5 1.471, H17 1.108, H18 1.111
5 N 5.88 0.23 -2.25  C4 1.471, C6 1.320, H19 1.016
6 C 6.09 0.57 -0.99  N5 1.320, N7 1.382, N10 1.355
7 N 6.94 -0.20 -0.22  C6 1.382, C8 1.357
8 C 6.87 0.42 0.98  N7 1.357, N9 1.343, H20 1.100
9 N 6.06 1.49 0.92  C8 1.343, N10 1.374, H21 1.015
10 N 5.55 1.63 -0.35  C6 1.355, N9 1.374, N11 1.375
11 N 4.70 2.64 -0.75  N10 1.375, H22 1.030, H23 1.025
12 H 2.41 -1.42 -2.33  C1 1.116
13 H 3.95 -1.82 -3.13  C1 1.117
14 H 3.93 -1.22 -1.42  C1 1.110
15 H 3.02 1.02 -2.20  C2 1.119
16 H 2.15 -0.32 -4.13  O3 0.973
17 H 5.05 1.99 -3.13  C4 1.108
18 H 5.26 0.65 -4.27  C4 1.111
19 H 6.35 -0.62 -2.56  N5 1.016
20 H 7.40 0.08 1.88  C8 1.100
21 H 5.83 2.12 1.69  N9 1.015
22 H 3.88 2.68 -0.13  N11 1.030
23 H 5.18 3.54 -0.61  N11 1.025
24 C -2.75 -1.72 -4.72  C25 1.532, C30 1.523, H31 1.090, H32 1.094
25 C -2.13 -2.86 -5.53  C24 1.532, C26 1.533, H33 1.093, H34 1.090
26 C -0.63 -2.90 -5.18  C25 1.533, S27 1.792, H35 1.088, H36 1.090
27 S -0.49 -2.24 -3.52  C26 1.792, O28 1.453, O29 1.441, C30 1.785
28 O 0.26 -0.99 -3.58  S27 1.453
29 O -0.12 -3.30 -2.62  S27 1.441
30 C -2.22 -1.86 -3.31  C24 1.523, S27 1.785, H37 1.090, H38 1.091
31 H -3.84 -1.75 -4.75  C24 1.090
32 H -2.44 -0.76 -5.15  C24 1.094
33 H -2.59 -3.80 -5.24  C25 1.093
34 H -2.28 -2.73 -6.60  C25 1.090
35 H -0.24 -3.91 -5.20  C26 1.088
36 H -0.05 -2.26 -5.85  C26 1.090
37 H -2.33 -0.96 -2.71  C30 1.090
38 H -2.68 -2.71 -2.80  C30 1.091
39 C -6.26 -3.35 1.13  C40 1.532, C45 1.525, H46 1.090, H47 1.093
40 C -5.31 -2.18 0.85  C39 1.532, C41 1.532, H48 1.093, H49 1.090
41 C -4.35 -2.63 -0.26  C40 1.532, S42 1.796, H50 1.089, H51 1.090
42 S -5.23 -3.86 -1.22  C41 1.796, O43 1.440, O44 1.445, C45 1.786
43 O -4.57 -5.13 -1.06  S42 1.440
44 O -5.53 -3.31 -2.53  S42 1.445
45 C -6.71 -3.86 -0.23  C39 1.525, S42 1.786, H52 1.088, H53 1.091
46 H -7.10 -3.05 1.75  C39 1.090
47 H -5.72 -4.14 1.67  C39 1.093
48 H -5.89 -1.32 0.50  C40 1.093
49 H -4.77 -1.87 1.74  C40 1.090
50 H -4.06 -1.80 -0.90  C41 1.089
51 H -3.46 -3.10 0.16  C41 1.090
52 H -7.13 -4.86 -0.20  C45 1.088
53 H -7.42 -3.17 -0.69  C45 1.091
54 C -0.69 1.28 -0.79  C55 1.532, C60 1.526, H61 1.090, H62 1.094
55 C -0.16 0.00 -0.14  C54 1.532, C56 1.530, H63 1.094, H64 1.089
56 C 1.14 0.35 0.58  C55 1.530, S57 1.793, H65 1.089, H66 1.091
57 S 1.01 2.08 1.03  C56 1.793, O58 1.452, O59 1.441, C60 1.784
58 O 2.01 2.83 0.29  S57 1.452
59 O 0.88 2.19 2.46  S57 1.441
60 C -0.58 2.36 0.28  C54 1.526, S57 1.784, H67 1.089, H68 1.091
61 H -1.71 1.17 -1.14  C54 1.090
62 H -0.06 1.54 -1.65  C54 1.094
63 H -0.90 -0.37 0.59  C55 1.094
64 H -0.01 -0.79 -0.87  C55 1.089
65 H 1.28 -0.24 1.48  C56 1.089
66 H 2.00 0.24 -0.08  C56 1.091
67 H -0.62 3.37 -0.13  C60 1.089
68 H -1.34 2.24 1.05  C60 1.091
69 C -0.48 4.24 5.67  C70 1.533, C75 1.525, H76 1.090, H77 1.093
70 C -0.54 4.49 7.18  C69 1.533, C71 1.532, H78 1.093, H79 1.090
71 C -0.89 3.16 7.85  C70 1.532, S72 1.794, H80 1.088, H81 1.089
72 S -0.27 1.87 6.76  C71 1.794, O73 1.443, O74 1.442, C75 1.785
73 O -1.39 1.13 6.23  S72 1.443
74 O 0.85 1.22 7.38  S72 1.442
75 C 0.33 2.97 5.48  C69 1.525, S72 1.785, H82 1.087, H83 1.091
76 H -0.03 5.08 5.13  C69 1.090
77 H -1.49 4.10 5.28  C69 1.093
78 H 0.44 4.83 7.53  C70 1.093
79 H -1.26 5.26 7.43  C70 1.090
80 H -0.42 3.06 8.82  C71 1.088
81 H -1.97 3.03 7.94  C71 1.089
82 H 0.20 2.51 4.51  C75 1.087
83 H 1.39 3.15 5.67  C75 1.091

Its total energy is -3369.9647 Eh. As for the total charge: +1. The calculation puts the HOMO-LUMO gap at 9.21 eV. The value obtained for the HOMO energy is -0.4327 Ha.

Here are the Löwdin charges for atoms 1 to 6, given in e: -0.047, -0.385, -0.046, -0.090, 0.088, -0.313


> Among the records above, which one has the highest total charge?

C21H44N5O9S4


> The lowest total charge belongs to which entry?

C21H44FNO20P2S


> Which formula does entry 2 have?

C21H44N5O9S4